Density functional theory data (ωB97M-V with the def2-TZVPD basis set) for a cluster of 2 separate species, C3H8O2S in total.

Each atom is followed by the atoms it is bonded to, with distances in Å.
Cartesian coordinates (Å):
1 C 0.7121 -2.4245 -1.0485  C2 1.325, H4 1.057, H5 1.132
2 C 0.8366 -1.2196 -1.5853  C1 1.325, O3 1.367, H6 1.091
3 O 1.9338 -0.4427 -1.3376  C2 1.367, H7 1.021
4 H -0.1192 -3.0250 -1.3049  C1 1.057
5 H 1.4862 -3.0106 -0.4659  C1 1.132
6 H 0.0538 -0.5703 -1.9799  C2 1.091
7 H 2.5359 -0.9448 -0.6842  O3 1.021
8 C -0.5308 1.9978 0.5595  S9 1.846, H11 1.125, H12 1.084, H13 1.021
9 S -0.5274 0.9650 2.0894  C8 1.846, O10 1.651
10 O -2.0418 1.4274 2.5553  S9 1.651, H14 0.994
11 H 0.4128 1.8964 -0.0447  C8 1.125
12 H -0.7805 2.9518 1.0096  C8 1.084
13 H -1.3449 1.7006 0.0202  C8 1.021
14 H -2.6267 0.6984 2.2170  O10 0.994

max |F|	2.961	eV/A
frontier orbital gap	0.3419	hartree
HOMO level	-8.64	eV
SMILES string	C=CO.CSO
molecular weight	108.2	g mol⁻¹
total energy	-18168.6532	eV
relative energy (zero: lowest compared OMol25 entry of this formula, charge and spin)	2.592	eV

Mulliken atomic charge list, values in e, 4 entries: C -0.875; C 0.292; O -0.479; H 0.269